Entry 1:
{"formula": "C2H6NO2S", "method": "ωB97M-V/def2-TZVPD", "e_homo_ev": -4.00, "e_tot_ev": -18590.5811, "mol_weight_g_mol": 108.1, "homo_lumo_gap_ev": 8.214, "charge": -1, "species": ["C", "C", "N", "O", "O", "S", "H", "H", "H", "H", "H", "H"], "coordinates": [[-0.3044, 1.1263, 1.1946], [0.4332, -1.3331, -1.0393], [0.6087, 0.0491, 1.3983], [1.5860, -2.3590, 1.2504], [-1.1102, -1.8526, 1.0281], [0.2401, -1.3333, 0.8098], [0.0753, 1.8145, 0.4178], [-0.3979, 1.7054, 2.1211], [-1.3094, 0.7972, 0.8989], [0.1061, -2.3033, -1.3876], [-0.1731, -0.5390, -1.4609], [1.4808, -1.1706, -1.2329]]}

Entry 2:
{"formula": "C2H6NO3Si", "method": "ωB97M-V/def2-TZVPD", "e_homo_ev": -1.63, "e_tot_ev": -17679.4637, "mol_weight_g_mol": 120.2, "homo_lumo_gap_ev": 5.362, "charge": -1, "species": ["C", "C", "N", "O", "O", "O", "Si", "H", "H", "H", "H", "H", "H"], "coordinates": [[-2.6684, -0.3385, -0.4197], [0.2068, 1.4979, 0.8098], [-0.3687, 0.2340, 1.0832], [-2.5137, 0.4687, -1.2521], [-3.1704, -1.1491, 0.2359], [0.2317, -0.7450, 0.2511], [1.5152, -1.2961, -0.4366], [-0.2135, 2.1723, 1.4361], [1.2618, 1.5771, 1.0015], [0.0458, 1.8152, -0.1766], [2.8029, -0.6653, 0.0878], [1.8371, -0.8607, -1.8730], [1.0334, -2.7106, -0.7474]]}

Entry 3:
{"formula": "C2H6NOS", "method": "ωB97M-V/def2-TZVPD", "e_homo_ev": -2.89, "e_tot_ev": -16545.1750, "mol_weight_g_mol": 92.1, "homo_lumo_gap_ev": 7.030, "charge": -1, "species": ["C", "S", "H", "H", "H", "C", "N", "O", "H", "H", "H"], "coordinates": [[-2.1003, 1.6563, -1.1245], [-0.5933, 0.6685, -0.7617], [-2.0801, 2.6812, -0.7657], [-2.9557, 1.0915, -0.7611], [-2.1996, 1.7514, -2.2077], [2.2294, -1.4036, 1.2397], [1.1818, -1.2876, 0.4129], [2.4194, -2.3069, 2.0403], [2.9864, -0.6262, 1.0903], [0.3758, -1.8613, 0.6269], [0.7361, -0.3633, 0.2106]]}

Entry 4:
{"formula": "C2H6NP", "method": "ωB97M-V/def2-TZVPD", "e_homo_ev": -8.56, "e_tot_ev": -12945.7112, "mol_weight_g_mol": 75.1, "homo_lumo_gap_ev": 7.995, "species": ["C", "C", "N", "P", "H", "H", "H", "H", "H", "H"], "coordinates": [[0.1956, 0.3278, -1.1514], [1.0222, 0.8305, -0.0111], [0.4467, -0.4407, -0.0362], [-1.2623, -0.7510, 1.5353], [-0.7719, 0.7574, -1.1020], [0.4922, 0.0636, -2.1864], [2.0856, 0.8144, -0.2979], [0.5430, 1.6589, 0.7171], [-0.4006, -1.8209, 1.8613], [-2.3503, -1.4401, 0.6714]]}

Entry 5:
{"formula": "C2H6NP", "method": "ωB97M-V/def2-TZVPD", "e_homo_ev": [-9.02, -7.89], "e_tot_ev": -12944.6016, "mol_weight_g_mol": 75.1, "homo_lumo_gap_ev": [8.892, 7.087], "species": ["C", "C", "N", "P", "H", "H", "H", "H", "H", "H"], "coordinates": [[-0.2630, -1.3057, -0.0116], [-1.2397, -0.2841, 0.2674], [0.2587, 2.0849, 0.1907], [1.4791, 1.3399, -0.3071], [0.7587, -0.8286, -0.4616], [0.1575, -1.6480, 0.9628], [-0.4533, -1.8697, -0.9328], [-1.0846, 0.1200, 1.2540], [-1.9341, 0.0646, -0.4187], [2.3207, 2.3267, -0.5431]]}

Entry 6:
{"formula": "C2H6NS2", "method": "ωB97M-V/def2-TZVPD", "e_homo_ev": -14.19, "e_tot_ev": -25322.6380, "mol_weight_g_mol": 108.2, "homo_lumo_gap_ev": 10.448, "charge": 1, "species": ["C", "C", "N", "S", "S", "H", "H", "H", "H", "H", "H"], "coordinates": [[-0.5202, 0.0380, -0.5205], [0.5612, 0.3191, 0.4513], [0.0350, -1.0919, 0.1429], [-2.4120, 0.3898, -0.0001], [2.1304, 0.7693, -0.2415], [-0.1914, 0.4077, -1.4396], [0.2147, 0.7094, 1.4017], [-0.5796, -1.5098, 0.8462], [0.7370, -1.7247, -0.4294], [-2.7959, 1.2972, -0.9543], [2.8207, 0.3958, 0.7434]]}

Entry 7:
{"formula": "C2H6O", "method": "ωB97M-V/def2-TZVPD", "e_homo_ev": -9.91, "e_tot_ev": -4216.9693, "mol_weight_g_mol": 46.1, "homo_lumo_gap_ev": 10.838, "species": ["C", "C", "H", "H", "H", "H", "H", "H", "O"], "coordinates": [[-0.5814, 0.1983, -0.0329], [-0.9278, 0.3382, 1.2451], [1.9378, -0.4564, -0.5597], [1.0066, -0.9191, -1.6228], [0.4149, 0.3805, -0.3600], [-1.3046, -0.1010, -0.7846], [-0.1610, 0.6325, 1.9131], [-1.9689, 0.0852, 1.5669], [1.5845, -0.1582, -1.3650]]}

Entry 8:
{"formula": "C2H6O", "method": "ωB97M-V/def2-TZVPD", "e_homo_ev": -10.42, "e_tot_ev": -4217.3051, "mol_weight_g_mol": 46.1, "homo_lumo_gap_ev": 11.393, "species": ["C", "C", "H", "H", "H", "H", "O", "H", "H"], "coordinates": [[-0.0390, -0.3585, -0.4557], [1.0929, -1.0358, -0.7907], [-0.0751, 0.3825, 0.3510], [-0.9594, -0.5400, -1.0224], [2.0629, -0.8005, -0.3380], [1.0735, -1.7783, -1.5966], [-1.2986, 1.6878, 1.3427], [-0.5572, 1.3913, 1.9178], [-1.3000, 1.0517, 0.5920]]}